[1]
Formula: C4H3NO
Source: the Open Molecules 2025 dataset
Level of theory: the ωB97M-V functional and the def2-TZVPD basis

Results
Total charge ... 0
ΔE to the lowest compared entry with this formula, charge and spin ... 130.1 kcal/mol
LUMO (alpha / beta) ... -0.59 / -0.65 eV
Gap between HOMO and LUMO (alpha / beta) ... 8.1 / 7.8 eV

Atoms and positions in Å:
C  -0.175  0.194  0.130
C  -2.115  -0.015  0.137
C  1.178  0.598  0.458
C  1.637  -0.454  -0.418
N  0.514  -0.911  -0.824
O  -2.741  1.038  -0.047
H  -2.483  -0.975  0.170
H  1.511  1.468  0.966
H  2.674  -0.943  -0.572

Atomic partial charges in e from the natural (NBO) method, atoms 1 to 4: 0.09 0.48 -0.33 0.07

=====

[2]
Formula: C4H3NO
Source: the Open Molecules 2025 dataset
Level of theory: the ωB97M-V functional and the def2-TZVPD basis

Results
Total charge ... 0
ΔE to the lowest compared entry with this formula, charge and spin ... 84.7 kcal/mol
LUMO ... -1.20 eV
Gap between HOMO and LUMO ... 7.8 eV

Atoms and positions in Å:
C  -0.052  0.417  -0.325
C  1.077  -1.060  1.117
C  1.149  0.195  0.281
C  -2.377  0.597  -1.283
N  -1.142  0.646  -0.849
O  1.973  -1.454  1.816
H  0.236  -1.606  0.863
H  1.845  0.912  0.487
H  -2.710  1.354  -2.107

Atomic partial charges in e from the natural (NBO) method, atoms 1 to 4: 0.38 0.41 -0.41 0.02

=====

[3]
Formula: C4H3NO
Source: the Open Molecules 2025 dataset
Level of theory: the ωB97M-V functional and the def2-TZVPD basis

Results
Total charge ... 0
ΔE to the lowest compared entry with this formula, charge and spin ... 55.7 kcal/mol
LUMO ... 0.48 eV
SMILES string ... C#C[C@H](O)C#N
Gap between HOMO and LUMO ... 11.5 eV

Atoms and positions in Å:
C  2.226  0.044  -0.356
C  1.033  -0.140  -0.299
C  -0.436  -0.386  -0.254
O  -1.513  0.596  -0.725
C  -1.018  -0.330  1.054
N  -1.505  -0.183  2.087
H  3.280  0.257  -0.416
H  -0.622  -1.337  -0.788
H  -1.444  1.479  -0.304

Atomic partial charges in e from the natural (NBO) method, atoms 1 to 4: -0.14 -0.07 -0.06 -0.68

=====

[4]
Formula: C4H3NO
Source: the Open Molecules 2025 dataset
Level of theory: the ωB97M-V functional and the def2-TZVPD basis

Results
Total charge ... 0
ΔE to the lowest compared entry with this formula, charge and spin ... 70.5 kcal/mol
LUMO (alpha / beta) ... -0.04 / -1.75 eV
<S²> ... 2.03
Gap between HOMO and LUMO (alpha / beta) ... 7.0 / 8.5 eV
Spin multiplicity ... 3

Atoms and positions in Å:
C  0.097  0.642  -0.959
C  0.758  -0.374  -1.213
C  -0.290  -0.485  0.969
C  -1.126  -0.085  0.070
N  0.682  -0.364  1.704
O  -2.235  -0.168  -0.338
H  0.116  1.764  -1.046
H  0.913  -1.475  -1.109
H  1.084  0.545  1.921

Atomic partial charges in e from the natural (NBO) method, atoms 1 to 4: -0.36 -0.13 0.31 0.34

=====

[5]
Formula: C4H3NO2
Source: the Open Molecules 2025 dataset
Level of theory: the ωB97M-V functional and the def2-TZVPD basis

Results
Total charge ... 0
ΔE to the lowest compared entry with this formula, charge and spin ... 114.8 kcal/mol
LUMO ... -1.09 eV
SMILES string ... C=C=C(C=O)N=O
Gap between HOMO and LUMO ... 8.5 eV

Atoms and positions in Å:
C  -1.233  -1.141  -0.986
C  -0.292  -0.749  -0.176
C  0.417  0.253  0.303
C  1.365  0.341  1.436
O  1.695  -0.594  2.128
N  0.184  1.544  -0.373
O  -0.576  1.538  -1.299
H  -1.039  -1.507  -1.990
H  -2.262  -1.060  -0.647
H  1.742  1.375  1.604

Atomic partial charges in e from the natural (NBO) method, atoms 1 to 4: -0.42 0.23 -0.24 0.41

=====

[6]
Formula: C4H3NO2
Source: the Open Molecules 2025 dataset
Level of theory: the ωB97M-V functional and the def2-TZVPD basis

Results
Total charge ... 0
ΔE to the lowest compared entry with this formula, charge and spin ... 48.0 kcal/mol
LUMO ... 0.17 eV
SMILES string ... O=c1ccnco1
Gap between HOMO and LUMO ... 10.2 eV

Atoms and positions in Å:
O  0.327  -2.432  0.307
C  0.014  -1.301  -0.099
C  -0.549  -0.262  0.864
C  -0.363  1.007  0.670
N  0.168  1.337  -0.471
C  0.491  0.529  -1.264
O  0.453  -0.785  -1.226
H  -0.898  -0.668  1.832
H  -0.790  1.777  1.414
H  1.147  0.797  -2.027

Atomic partial charges in e from the natural (NBO) method, atoms 1 to 4: -0.56 0.73 -0.32 0.02

=====

[7]
Formula: C4H3NO2
Source: the Open Molecules 2025 dataset
Level of theory: the ωB97M-V functional and the def2-TZVPD basis

Results
Total charge ... 0
ΔE to the lowest compared entry with this formula, charge and spin ... 81.7 kcal/mol
LUMO ... 0.34 eV
Gap between HOMO and LUMO ... 9.8 eV

Atoms and positions in Å:
O  -2.255  0.444  0.010
C  -1.329  1.134  0.355
C  0.247  -0.085  1.428
N  0.104  0.605  0.339
C  0.637  -0.073  -0.809
C  0.980  -1.272  -0.334
O  0.753  -1.290  1.022
H  -1.454  2.223  0.513
H  0.877  0.456  -1.736
H  1.438  -2.141  -0.788

Atomic partial charges in e from the natural (NBO) method, atoms 1 to 4: -0.47 0.58 0.30 -0.53

=====

[8]
Formula: C4H3NO2
Source: the Open Molecules 2025 dataset
Level of theory: the ωB97M-V functional and the def2-TZVPD basis

Results
Total charge ... 0
ΔE to the lowest compared entry with this formula, charge and spin ... 108.0 kcal/mol
LUMO ... 0.70 eV
Gap between HOMO and LUMO ... 10.7 eV

Atoms and positions in Å:
C  1.426  0.313  -0.002
C  -0.039  -0.912  -0.055
C  -1.396  0.663  0.004
C  -0.108  0.475  -0.204
H  2.160  0.465  -0.873
H  1.886  0.747  0.905
H  -2.022  1.502  0.232
N  -1.136  -1.569  -0.050
O  1.298  -1.189  0.045
O  -2.069  -0.495  -0.001

Atomic partial charges in e from the natural (NBO) method, atoms 1 to 4: -0.06 0.44 0.17 -0.27